Below is C16H22FeNO4 as an isolated structure at a distorted geometry, with properties calculated with ωB97M-V/def2-TZVPD.

Computed properties:
⟨S²⟩: 6.07
F_max, Eh/bohr: 0.1516
Spin multiplicity: 5
Charge: +1
HOMO level (alpha / beta), eV: -11.01 / -11.27

Cartesian coordinates (Å):
1 C -3.27294 2.88435 -1.79385
2 O -1.89440 3.28971 -1.65572
3 C -0.84824 2.40625 -1.75078
4 C -0.13629 2.03331 -0.55320
5 C 0.42206 0.65897 -0.67013
6 C 1.45699 0.82566 -1.71679
7 C 1.01380 1.45588 -2.90947
8 C -0.29228 1.99417 -2.97612
9 Fe 1.43272 2.87407 -1.39788
10 C 2.55710 2.83803 -0.07274
11 O 3.29059 3.24374 0.73565
12 C 0.79687 4.55805 -1.07432
13 O 0.55521 5.69646 -1.04644
14 C 2.72295 3.68386 -2.39545
15 O 3.45554 4.49878 -2.79475
16 H -3.83788 3.80113 -1.62561
17 H -3.47779 2.50087 -2.79798
18 H -3.54934 2.13858 -1.03798
19 H -0.49383 2.43583 0.39596
20 H 0.76216 0.24429 0.28201
21 H -0.37811 -0.03441 -1.00902
22 H 2.40191 0.28259 -1.67351
23 H 1.61431 1.39994 -3.82252
24 H -0.75565 2.30506 -3.91734
25 C -1.25939 -3.69274 0.37466
26 C -0.68670 -3.11020 1.67236
27 C -1.69775 -3.32843 2.81140
28 C 0.71177 -3.76272 1.95817
29 C 1.72198 -2.61708 2.06764
30 C 0.86187 -1.36117 2.28743
31 N -0.37006 -1.66678 1.54188
32 H -1.28466 -4.79318 0.43481
33 H -2.28639 -3.34592 0.19854
34 H -0.62955 -3.41763 -0.48398
35 H -1.93135 -4.39896 2.92207
36 H -1.32979 -2.94103 3.77550
37 H -2.63522 -2.79151 2.58932
38 H 0.65257 -4.32215 2.89500
39 H 0.98445 -4.45540 1.15881
40 H 2.43680 -2.77029 2.87603
41 H 2.29752 -2.50900 1.13540
42 H 0.69970 -1.21609 3.37730
43 H 1.35287 -0.45671 1.90262
44 H -1.15413 -1.05815 1.78303

Atoms 1-6, force components in eV/Å:
0.12 -0.20 0.02
1.14 0.08 -0.25
-1.03 0.06 1.88
-5.54 -0.66 0.36
1.14 0.04 1.05
-0.09 -2.24 -2.31